1.
Molecular formula: C74H94Br3HfN12O15
Method: DFT, ωB97M-V/def2-TZVPD

## Properties
**E**: -338262.5880 eV
**E_HOMO**: -0.33019 Ha
**Net charge**: +1
**M**: 1809.84 g/mol
**Spin multiplicity**: 1

Geometry as XYZ:
```
199
Properties=species:S:1:pos:R:3:forces:R:3:mulliken_charge:R:1
Hf -3.63127 0.22947 -2.15189 3.137 -4.191 4.696 1.642
Br 0.01495 7.99242 3.54096 0.123 -0.942 -0.139 -0.029
Br 1.31295 4.95602 3.39002 -0.585 0.414 -0.128 -0.012
Br -1.42212 5.72236 1.78498 0.212 0.109 0.833 0.220
O -1.62030 -0.39254 -3.83516 -0.416 -0.589 -0.104 -0.661
O -3.74970 -1.98531 -2.81518 1.026 4.407 1.265 -1.089
O -3.49441 4.36154 -0.72550 0.249 -0.201 -0.385 -0.477
O -0.21384 9.16177 0.40567 0.718 -0.760 0.046 -0.576
O -0.07567 1.00525 -4.28373 0.552 0.185 -0.127 -0.297
O 3.86523 -2.90477 3.39184 0.822 -0.832 -0.171 -0.550
O -4.74143 -0.41022 -0.15961 1.363 0.347 -3.572 0.625
O -2.36529 2.18799 -5.31609 -0.076 0.400 -0.502 -0.549
O 3.67714 0.25537 3.67495 0.269 0.249 0.113 -0.425
O 1.81226 -2.73617 3.91828 0.480 -1.201 0.610 -0.565
O 3.62801 0.42405 5.81622 0.045 0.238 0.139 -0.626
O -1.41740 0.73390 -1.28951 -2.278 -0.546 -1.570 3.066
O -3.77560 2.24347 -0.57396 -0.850 -0.447 0.204 -0.156
O 0.06471 9.66516 -1.64280 0.429 -0.357 -0.174 -0.613
O -2.83522 2.14381 -3.24404 -0.627 0.253 0.608 -0.600
N -5.18818 -0.57694 1.16931 0.115 1.553 -0.209 0.648
N 4.21209 0.23600 4.77034 -0.077 -0.650 -0.161 1.032
N -0.63409 0.32609 -0.25030 0.076 -1.227 0.156 0.541
N -2.31642 2.71225 -4.24852 -0.107 -1.148 0.386 0.659
N -0.49347 -0.12206 -4.26472 -1.177 0.343 0.171 1.074
N 0.59417 -6.28999 -1.85190 -1.637 0.470 -0.377 0.032
N 2.97083 -3.07138 4.18928 -1.161 2.475 -0.276 1.066
N 0.34424 8.98862 -0.66378 -0.971 1.243 -0.213 1.047
N 3.81040 -5.47280 0.29072 0.316 -0.287 0.753 0.130
N -4.00241 3.39220 -0.20385 0.020 1.519 -0.340 0.101
N 4.27101 2.14458 -4.88845 -1.199 -0.318 -1.335 0.070
N 4.48537 -1.27609 0.21283 0.954 0.305 -0.893 1.420
C -0.60102 5.61196 -2.63632 0.560 0.750 -0.787 -0.119
C 2.56627 -4.00857 7.80770 1.018 0.838 -0.483 -0.751
C -0.52358 -5.70868 -2.46609 1.201 -0.754 0.042 0.319
C 5.63358 -0.15741 4.84223 0.697 -0.189 -0.302 -0.247
C -0.56205 5.87607 -5.04771 0.218 0.012 0.601 -1.284
C -1.24798 4.41765 -2.78319 -1.120 -1.133 0.392 0.572
C 4.60649 -3.35660 6.02822 1.341 -0.489 -0.968 0.260
C 1.43163 -0.42927 1.54738 -0.574 1.153 1.021 1.087
C 3.48597 -4.77583 -1.75185 0.681 -0.716 -0.957 -0.766
C -4.23086 -1.30199 2.01015 0.065 -0.607 1.524 1.554
C -4.04952 -2.77300 1.61502 0.591 0.519 -1.425 -1.007
C 2.35574 -1.95724 -5.75471 -0.632 0.253 -1.064 -0.654
C 7.59364 -0.56297 6.16176 -0.050 0.326 -0.573 -0.730
C -6.66538 -0.73774 1.26957 -0.317 -0.718 -0.773 1.444
C -0.87472 -2.07424 -0.93651 -0.245 1.210 -0.929 -0.750
C -1.25100 4.68130 -5.16038 -0.104 0.066 -1.498 -0.355
C 2.76543 6.68566 -2.35510 0.285 1.194 0.876 -0.290
C -0.23273 6.34525 -3.78699 0.041 -0.631 0.539 0.047
C 2.86789 -4.49219 0.37535 0.053 -0.115 0.028 -0.533
C -5.43171 5.02497 1.02075 -0.119 0.579 -2.047 -0.345
C 3.64255 2.56477 -3.76721 -0.464 1.845 1.320 -1.210
C 2.26119 2.95609 -5.49592 -0.118 -0.165 0.175 -0.743
C -0.13776 -2.56274 -4.62159 0.404 1.081 -0.054 0.520
C -6.51802 4.46242 3.03785 0.233 1.109 0.252 -0.404
C 1.89029 -3.25596 -5.74160 0.095 -0.526 1.444 -0.744
C 4.92948 -3.70059 7.31956 -0.824 0.066 0.326 -0.738
C 1.59436 7.05266 0.18992 -0.752 -1.048 -0.471 0.363
C -2.86600 -0.59522 2.11732 0.512 0.115 -1.710 -1.567
C 1.50575 -0.92614 -5.38653 0.075 0.558 0.625 -0.435
C -1.29474 -6.74462 -2.99131 0.586 1.517 0.128 -0.099
C 1.33700 7.92341 -0.84654 0.440 0.450 -0.512 0.151
C 3.30111 -3.38248 5.57542 -0.188 -0.284 1.183 -0.211
C -4.87539 3.73496 0.90293 -1.746 -0.105 1.695 -0.264
C 2.43123 3.16247 -4.10981 0.465 -0.735 0.074 0.736
C -7.36042 0.50860 0.70551 0.259 1.069 0.129 -1.603
C -6.18883 -1.76229 3.58761 -0.088 0.795 -1.035 -0.752
C -4.31478 -3.24580 -3.07031 -2.424 0.397 -0.022 0.450
C 7.59572 -1.07634 3.77583 -0.627 0.490 0.850 -0.702
C 0.46594 -7.63065 -1.90893 0.124 -0.786 -0.469 -0.339
C -1.62643 3.96718 -4.04911 0.567 0.420 0.359 -0.343
C 4.21080 -5.67108 -0.98272 -0.514 0.652 -0.390 -0.953
C -7.23822 -2.02258 0.52866 1.018 -0.596 0.489 -1.674
C 0.29972 -1.21644 -4.76984 0.384 -1.677 -0.501 -0.165
C -5.91200 3.22504 3.01004 -0.770 -0.766 -0.447 -0.783
C 0.56181 0.83222 1.80723 0.646 -1.224 -0.564 -1.642
C 2.28370 -3.64626 6.48963 -0.585 -0.638 -0.095 -0.330
C -5.23461 2.80762 1.87949 2.043 -0.052 -0.807 0.921
C 0.12212 -0.96978 -0.50875 -0.636 -0.851 0.672 2.338
C 0.68114 -3.58543 -5.09401 0.046 0.784 -0.398 -0.342
C -3.64360 -4.02144 -4.15248 1.364 -0.433 -1.376 -0.999
C 6.22991 0.08029 -0.10469 0.021 -0.458 -0.341 -0.778
C 1.18074 2.15929 -0.27217 -0.382 0.077 -0.140 -0.546
C -6.31393 5.40213 2.00779 0.674 -1.616 1.094 -0.911
C 2.61124 -4.05389 -0.91484 0.352 0.066 1.071 0.936
C 3.38331 2.32032 -5.92509 0.535 -0.018 -1.195 -0.943
C -0.31844 6.03240 3.36194 0.435 1.109 0.114 -0.670
C 6.54959 -1.20617 -0.62946 -0.466 -0.161 0.033 -1.136
C 0.65946 -1.49692 0.83480 1.102 0.378 -1.220 0.215
C -7.04076 -0.79926 2.74708 -0.978 -1.563 0.244 -1.296
C 1.99734 7.83817 -2.07658 0.410 -1.132 -0.255 -0.874
C 6.27356 -0.62871 3.69790 0.218 0.078 -0.425 0.524
C -1.02890 2.49722 0.89669 -0.128 -0.360 -0.076 -0.343
C -4.65143 -4.14389 -1.86215 0.371 0.817 0.339 -0.410
C 5.43392 -2.00199 -0.45940 -0.085 -0.303 0.772 -0.078
C 0.00721 1.44922 0.46830 0.441 -0.787 1.725 1.782
C 4.94398 0.00665 0.36738 -0.773 0.117 0.534 -0.884
C 3.90664 -3.98440 8.20962 -0.087 0.033 0.484 -0.333
C 8.20076 -1.05316 5.02191 1.312 0.121 -0.063 -0.383
C -0.64627 -7.94766 -2.67103 -0.197 -0.260 0.975 -1.234
C 6.30438 -0.09207 6.05664 -0.978 -0.739 0.772 -0.404
C 2.37256 5.93610 -0.08712 0.155 0.893 0.181 -0.313
C 2.95258 5.76881 -1.34626 0.196 -0.682 1.490 -0.539
C 1.22613 -0.90099 -1.57900 -0.333 1.267 -0.407 -0.614
C -4.76937 -1.23227 3.43458 -1.228 -0.123 1.459 -1.488
H 1.91133 1.51190 -0.75566 -0.280 -0.251 -0.027 -0.094
H -1.09475 -2.72056 -4.14338 0.030 -0.233 0.055 -0.078
H 1.34859 -5.78072 -1.41453 -0.134 -0.046 -0.011 0.423
H -2.62243 -4.36912 -3.96787 -0.071 -0.039 0.638 -0.233
H -2.02304 2.09787 1.10781 0.098 -0.410 -0.481 -1.017
H -6.64134 -2.27798 -0.34835 -0.191 0.498 -0.281 0.115
H -4.20907 -4.90502 -4.45352 -0.190 -0.019 0.362 0.478
H -2.43775 -0.41324 1.12528 -0.157 -0.076 -0.123 -0.502
H 5.15359 -3.02928 -0.63354 0.604 -0.088 -0.304 0.235
H -4.22454 -1.78221 4.20467 0.983 0.194 -0.526 0.465
H -3.46700 -3.35970 2.32355 -0.196 0.051 0.179 0.484
H 1.31512 -1.81585 -2.16388 -0.034 0.042 0.113 0.110
H -6.75282 6.38348 2.09636 0.014 0.033 -0.383 0.443
H 3.61519 -4.69046 -2.82008 -0.213 0.105 0.004 0.393
H 5.16608 1.72932 -5.07443 0.080 -0.019 0.725 0.198
H 1.70739 -0.79321 2.53844 0.559 0.036 -0.287 0.398
H -5.33435 5.70759 0.18530 0.507 0.080 0.071 0.424
H -2.84026 0.39712 2.57105 -0.538 -0.117 0.356 0.504
H 0.75825 2.82713 -1.02643 0.103 -0.058 -0.196 -0.451
H 2.53011 -4.16937 1.34772 -0.254 0.029 -0.129 0.581
H -8.30160 -2.07156 0.29313 0.006 0.837 -0.145 0.540
H -0.08911 -2.02446 1.42401 -0.102 0.318 0.120 0.520
H -0.43958 -3.04859 -1.16192 0.468 0.103 0.636 -0.224
H 0.92576 -0.10387 -2.26462 0.056 -0.099 -0.153 0.010
H 1.94392 8.58835 -2.85104 -0.364 0.245 0.255 0.545
H -7.07764 4.79550 3.90219 -0.168 -0.286 0.045 0.405
H 0.39268 -4.61908 -4.96611 -0.098 -0.016 -0.057 0.463
H -0.32958 5.98228 -1.65725 0.039 -0.125 0.062 0.377
H -2.19404 -6.61708 -3.57163 -0.037 -0.063 0.101 0.452
H 5.76571 0.09050 6.97704 -0.138 0.639 -0.191 0.431
H -1.27338 -1.78682 -1.91316 -0.525 -0.034 0.215 -0.183
H -0.16958 0.44863 2.52370 -0.754 0.481 -0.416 0.160
H -6.91923 0.91360 -0.20641 -0.138 -0.587 -0.347 0.078
H 9.24668 -1.32323 5.10972 -0.006 -0.240 -0.122 0.416
H -3.47751 -2.73464 0.68244 0.052 -0.304 -0.019 -0.495
H -7.12925 -2.93294 1.12730 0.233 0.211 0.431 0.359
H -5.09613 -3.61735 -1.01527 0.376 0.502 -0.139 -0.541
H 1.78944 0.10910 -5.52852 0.099 0.036 0.148 0.360
H 2.29578 -0.12365 0.95396 0.108 -0.198 0.212 -1.938
H -7.09300 0.20389 3.17087 0.321 -0.047 0.194 0.281
H 1.72541 3.67900 -3.47754 0.156 -0.180 0.292 0.581
H 1.78143 -4.19685 8.52416 -0.082 -0.059 -0.093 0.401
H -8.05430 -1.21056 2.78113 -0.255 0.392 -0.137 0.347
H 1.77556 2.78357 0.39834 -0.291 0.064 0.291 0.400
H 8.18155 -1.35855 2.91410 -0.307 -0.160 -0.167 0.489
H -2.08911 -1.20118 2.58688 -0.383 -0.223 0.372 0.771
H 1.25576 -3.63019 6.15468 0.016 0.058 -0.092 0.452
H 4.23043 0.71110 0.76657 0.462 0.317 0.212 0.618
H 1.14591 1.55276 2.38210 0.061 0.257 -0.305 0.794
H -8.44228 0.41561 0.61086 0.074 -0.478 -0.284 0.551
H 4.22848 -6.00313 1.03716 -0.300 0.294 0.290 0.193
H 1.91379 -3.26470 -1.14375 0.200 -0.253 -0.221 -0.399
H -5.45722 -4.83725 -2.10440 0.493 -0.427 -0.429 0.560
H -0.52082 -4.63140 -2.50784 -0.475 -0.059 -0.190 -0.333
H 6.93303 0.89666 -0.14036 -0.355 0.275 0.160 0.546
H -0.21433 6.43116 -5.90656 -0.189 -0.164 -0.191 0.440
H -1.11934 -8.90901 -2.79650 0.430 -0.156 -0.120 0.371
H -1.08601 3.26688 0.12764 -0.203 0.231 0.293 -0.527
H 3.64722 4.93926 -1.38552 -0.063 -0.072 -0.690 0.507
H -6.21691 -2.79683 3.23766 -0.230 0.068 -0.323 0.348
H -4.98273 -3.25124 1.32452 -0.037 -0.078 0.455 0.330
H 8.15027 -0.46289 7.08217 -0.115 -0.222 0.098 0.430
H 2.56724 -4.04091 -6.05132 -0.182 -0.136 -0.195 0.418
H -1.46798 4.30889 -6.15303 -0.146 -0.092 0.054 0.526
H 1.40399 -2.22866 0.50377 -0.245 -0.366 0.358 -0.890
H 5.79101 -0.62062 2.73245 -0.278 0.030 0.033 0.204
H -3.72856 -4.61234 -1.51674 -0.212 -0.425 0.099 0.179
H 5.47663 -3.17662 5.40895 -0.423 0.232 -0.580 0.433
H -0.79938 5.86139 4.31723 -0.431 -0.546 -0.455 0.580
H -6.08647 2.47172 3.76610 -0.030 0.215 0.250 0.442
H 3.62846 2.03927 -6.93837 0.159 -0.123 0.109 0.431
H -4.78703 1.82491 1.76308 -0.365 -0.290 0.310 0.023
H 3.63317 -1.68053 0.56327 -0.062 0.224 -0.005 -0.263
H -0.76886 2.89367 1.87781 0.520 0.435 -0.312 0.483
H 1.18176 -8.26227 -1.40658 -0.035 -0.078 -0.136 0.427
H -1.65219 -2.17492 -0.18035 -0.143 -0.064 -0.258 -0.773
H -3.51341 -3.47050 -5.08879 -0.324 0.435 0.143 0.388
H 0.42146 7.20036 -3.68966 -0.464 0.145 0.004 0.348
H 1.03732 7.08591 1.11381 0.218 0.485 0.077 -0.209
H 4.11498 2.67362 -2.80297 0.248 -0.452 -0.092 0.443
H 3.39554 6.60313 -3.22943 -0.387 0.079 -0.325 0.432
H 2.21661 -0.58132 -1.25084 -0.012 -0.275 0.328 -0.810
H -7.26292 1.36983 1.37362 0.195 -0.250 0.319 0.296
H -4.80078 -0.17318 3.70535 0.193 0.018 0.262 0.163
H 3.30155 -1.72083 -6.22161 0.067 -0.007 0.088 0.490
H -1.52886 3.79162 -1.94716 0.131 0.136 0.127 -0.052
H 4.96609 -6.41622 -1.16984 -0.060 0.116 -0.395 0.520
H 5.96180 -3.74376 7.63441 0.008 0.167 0.000 0.431
H 2.58250 5.30866 0.76749 0.088 -0.436 -0.326 0.329
H 1.38691 3.16426 -6.09196 0.098 0.153 -0.037 0.453
H -6.59285 -1.82471 4.59836 0.383 0.366 0.191 0.488
H -5.28646 -2.98741 -3.51128 -0.256 -0.172 0.021 0.133
H 7.50315 -1.45672 -1.06535 -0.137 -0.219 -0.098 0.493
H 4.20120 -4.10621 9.24425 -0.316 -0.390 0.082 0.368
```
Forces are in eV/Å.



2.
Molecular formula: C5H10O2
Method: DFT, ωB97M-V/def2-TZVPD

## Properties
**E**: -9438.6179 eV
**Energy above the lowest of the compared OMol25 structures with the same formula, charge and spin**: 4.4251 eV
**E_HOMO**: -0.32370 Ha
**M**: 102.13 g/mol
**Spin multiplicity**: 1

Geometry as XYZ:
```
17
Properties=species:S:1:pos:R:3:forces:R:3:mulliken_charge:R:1
O 1.30041 0.49198 -0.46130 -0.043 0.077 -0.013 -0.325
O -1.89211 1.07262 -1.72751 0.184 -0.096 -0.141 -0.505
C -0.97552 0.22244 0.27865 -0.139 0.228 -0.182 0.025
C -1.88979 0.91272 -0.37992 0.057 -0.107 0.407 -0.075
C 0.35418 -0.34963 0.11865 -0.121 -0.167 -0.082 -0.046
C -0.22110 -0.05180 1.50729 -0.004 0.067 0.216 -0.732
C 2.59492 0.35169 0.07265 0.305 -0.011 0.094 -0.731
H -0.48223 -0.90980 2.12725 0.047 0.141 -0.134 0.219
H 0.18022 0.79977 2.05424 -0.047 -0.104 -0.096 0.259
H 2.60984 0.59293 1.14466 0.012 -0.049 -0.137 0.280
H 2.98880 -0.66563 -0.06714 -0.077 0.118 0.008 0.300
H -1.04907 0.72945 -2.06102 -0.174 0.068 -0.031 0.319
H -2.30120 -2.50346 -0.41957 -0.034 -0.030 -0.021 0.222
H -2.28408 -1.76323 -0.33492 -0.012 -0.143 -0.007 -0.240
H -2.73853 1.40220 0.08774 0.119 -0.069 -0.020 0.357
H 0.47218 -1.40947 -0.13445 -0.038 0.205 0.023 0.430
H 3.23053 1.05927 -0.46479 -0.035 -0.129 0.114 0.244
```
Forces are in eV/Å.



3.
Molecular formula: CH3N5O
Method: DFT, ωB97M-V/def2-TZVPD

## Properties
**E**: -10577.9913 eV
**Energy above the lowest of the compared OMol25 structures with the same formula, charge and spin**: 3.6926 eV
**E_HOMO**: -0.30719 Ha
**M**: 101.07 g/mol
**Spin multiplicity**: 1

Geometry as XYZ:
```
10
Properties=species:S:1:pos:R:3:forces:R:3:mulliken_charge:R:1
O 2.21314 -0.41464 0.09136 2.610 0.681 -0.125 -0.435
N -0.42932 -0.97016 -0.33730 0.924 -2.848 4.815 -0.127
N -2.21552 0.22836 0.07112 1.090 -0.684 -1.258 -0.214
N 1.36195 0.67617 -0.34036 -2.482 0.786 2.456 -0.437
N -1.83985 -0.92611 -0.11392 0.499 -2.487 0.579 -0.263
N -1.09772 0.98030 -0.05212 -0.542 1.569 0.374 0.172
C 0.07028 0.35130 -0.04477 3.831 -2.486 -3.220 0.420
H 0.05475 -1.75903 0.44688 -1.883 2.600 -3.346 0.369
H -1.34646 1.88519 0.06305 0.242 3.600 0.463 0.177
H 3.22876 -0.05138 0.21607 -4.290 -0.730 -0.738 0.338
```
Forces are in eV/Å.



Number 1: Kohn-Sham gap 4.83 eV. Number 2: Kohn-Sham gap 9.80 eV. Number 3: Kohn-Sham gap 9.00 eV.